Entry 1:
C34H42O2S2 | ωB97M-V/def2-TZVPD

Structure (ORCA input):
```
! wB97M-V def2-TZVPD RIJCOSX def2/J DEFGRID3
* xyz 0 1
S -5.60 -3.93 0.75
S -2.52 -0.08 -4.95
O -3.81 -0.30 -5.63
O -4.62 -4.11 1.96
C 5.82 0.45 -3.56
C 3.08 2.92 0.75
C 3.83 1.29 2.54
C 5.24 -0.33 -1.20
C 1.52 2.39 2.66
C 1.98 -3.31 5.84
C 1.31 -2.65 4.67
C -6.77 -5.33 0.82
C -1.75 1.42 -5.56
C 1.90 -2.82 7.12
C -0.94 0.01 -0.34
C -2.68 4.28 -1.54
C 0.43 -1.54 4.95
C 2.56 1.39 3.22
C 4.05 2.04 1.27
C -1.95 -0.94 -0.03
C -1.52 3.89 -0.77
C -0.18 -2.43 0.94
C 1.05 -1.69 7.42
C -4.65 -4.37 -0.72
C 1.65 3.02 1.40
C -1.25 4.56 -3.67
C 0.36 -0.16 -0.04
C 0.28 -1.13 6.45
C 3.42 0.29 -2.73
C -2.47 4.53 -3.04
C -1.61 -2.13 0.56
C 3.90 -0.17 -1.50
C -0.28 3.83 -1.44
C -2.89 0.73 -3.37
C 0.72 -1.38 0.70
C 4.33 0.61 -3.75
C -0.06 4.09 -2.85
C 6.30 0.05 -2.26
H -3.58 1.65 -3.74
H 1.02 -1.55 8.43
H -1.56 3.89 0.33
H 0.95 4.14 -3.36
H 2.40 -3.43 8.04
H -3.55 4.18 -1.13
H 1.77 -1.49 1.06
H -1.34 0.98 -0.75
H 5.15 2.10 0.73
H 6.41 0.69 -4.36
H 7.35 -0.10 -2.20
H 4.03 1.03 -4.84
H 5.60 -0.37 -0.19
H -7.20 -5.17 -0.11
H -3.01 -0.63 -0.02
H -0.78 1.77 -5.08
H -2.34 -2.95 0.91
H 1.48 -2.99 3.66
H 3.41 3.53 -0.09
H 2.47 0.79 4.13
H -1.26 4.53 -4.71
H -5.32 -4.56 -1.50
H 3.16 -0.25 -0.70
H -3.48 0.06 -2.69
H -7.25 -5.28 1.86
H -4.32 -3.52 -1.07
H -6.57 -6.35 0.80
H -0.34 -0.33 6.59
H 1.18 0.55 -0.24
H -3.56 4.73 -3.52
H 4.59 0.70 2.95
H -3.88 -5.09 -0.56
H 2.26 0.25 -2.90
H 0.04 -3.46 1.17
H -2.08 0.94 -2.88
H 0.37 2.43 3.13
H -0.04 -1.09 4.01
H -1.54 1.31 -6.53
H 0.89 3.76 0.97
H -2.55 2.18 -5.48
H 2.42 -4.19 5.56
H 0.45 3.56 -0.80
*
```

Values from the calculation:
- Gap between HOMO and LUMO: 9.394 eV
- Electronic energy: -2267.151578 a.u.

---

Entry 2:
C34H43N6O4PV | ωB97M-V/def2-TZVPD

Structure (ORCA input):
```
! wB97M-V def2-TZVPD RIJCOSX def2/J DEFGRID3
* xyz 3 3
V -0.10 0.56 -0.06
P -0.59 -1.86 -0.34
O -1.63 -1.97 -1.52
O -1.27 -2.42 0.97
O 1.89 0.02 -0.60
O 0.45 -2.98 -0.79
N -0.17 -0.01 1.89
N -0.56 2.45 -0.75
N -2.46 0.45 2.27
N 0.41 0.53 -2.16
N 1.36 2.31 1.21
N -2.16 0.55 -0.09
C 2.84 3.97 2.89
C -2.90 -4.04 -1.95
C -0.07 2.85 -1.95
C -1.14 -4.23 2.60
C 0.11 -0.61 4.59
C -1.87 -3.06 -2.47
C 3.94 1.36 -0.67
C 1.57 -3.46 0.04
C -4.37 0.52 0.86
C 1.50 0.84 -4.72
C 1.04 1.93 -4.00
C -0.18 4.16 -2.38
C -1.22 3.35 -0.01
C -4.10 0.68 -1.51
C 1.00 -0.49 2.40
C -2.75 0.64 -1.31
C -1.59 -3.83 1.22
C 3.25 0.17 -0.06
C 1.38 -0.42 -4.15
C 0.50 1.75 -2.75
C 0.84 -0.53 -2.89
C -0.81 5.08 -1.57
C 0.91 2.66 2.43
C 1.88 -4.87 -0.37
C 3.30 3.64 1.63
C 2.98 2.55 -0.60
C 1.60 3.48 3.30
C -4.93 0.62 -0.39
C -1.22 0.08 2.72
C -1.36 4.67 -0.37
C 1.18 -0.81 3.71
C -1.09 -0.17 4.09
C -2.98 0.49 0.98
C 2.52 2.84 0.80
H 2.13 -1.19 4.05
H -3.25 -4.66 -2.78
H -1.60 -3.59 3.35
H -0.03 2.25 2.75
H -2.21 -2.56 -3.37
H 1.97 -0.16 -1.54
H -3.77 -3.50 -1.55
H -2.67 -3.92 1.12
H -4.51 0.77 -2.51
H -4.98 0.48 1.75
H -2.09 0.68 -2.16
H 1.28 -3.40 1.09
H -1.65 2.99 0.92
H -0.06 -4.18 2.70
H 0.22 4.45 -3.34
H 1.01 -5.52 -0.24
H 4.87 1.55 -0.14
H 1.19 3.72 4.26
H 2.69 -5.26 0.25
H -6.01 0.65 -0.49
H 4.24 4.03 1.27
H -1.90 5.35 0.28
H 0.74 -1.51 -2.44
H 3.43 4.60 3.55
H 1.93 0.97 -5.70
H -1.12 -4.44 0.45
H 1.10 2.93 -4.43
H -1.45 -5.26 2.78
H -2.50 -4.69 -1.19
H 3.82 -0.75 -0.20
H 1.79 -0.64 1.69
H -0.92 -3.55 -2.67
H -0.91 6.12 -1.89
H 3.12 0.32 1.01
H 2.12 2.29 -1.20
H 3.44 3.44 -1.04
H 2.20 -4.92 -1.41
H 2.41 -2.80 -0.13
H 1.71 -1.31 -4.68
H 4.20 1.17 -1.72
H 0.22 -0.82 5.65
H -1.95 -0.04 4.74
H -3.16 0.46 2.98
*
```

Values from the calculation:
- Energy relative to the best compared isomer or geometry (same formula, charge and spin): 0.958 eV
- Gap between HOMO and LUMO (alpha / beta): 7.873 / 7.826 eV
- <S²>: 2.015
- Electronic energy: -3235.565101 a.u.